A molecular structure, C42H115FLi2N10O11 at a distorted geometry. Source: the Open Molecules 2025 dataset; level of theory: ωB97M-V with the def2-TZVPD basis set.

Geometry as XYZ:
```
181
Properties=species:S:1:pos:R:3:lowdin_charge:R:1
Li -0.1993 3.0557 1.4625 0.597
Li -0.0258 0.4161 0.3068 0.557
F 1.3295 1.8834 0.4282 -0.606
C -3.9595 1.3763 2.0653 -0.101
C -2.4324 1.2415 2.2161 -0.444
O -1.5629 1.4859 1.1187 -0.474
H -4.4912 1.0920 2.9733 0.070
H -4.2677 0.6906 1.2761 0.049
H -4.3069 2.3579 1.7429 0.064
H -2.2412 0.2918 2.7156 0.077
H -2.1329 1.9875 2.9523 0.073
C 3.9227 2.4752 -2.4486 -0.048
C 4.8996 2.7595 -1.3272 -0.437
C 4.9871 4.1980 -0.8799 -0.180
O 5.9927 4.2956 0.1511 -0.201
C 6.2172 5.5714 0.6877 -0.110
N 4.4992 1.9628 -0.1995 0.059
H 2.8632 2.4671 -2.1925 0.063
H 4.1687 1.5152 -2.9026 0.056
H 4.0315 3.2541 -3.2033 0.081
H 5.8615 2.3941 -1.6870 0.129
H 4.0519 4.6046 -0.4951 0.117
H 5.2733 4.8197 -1.7283 0.122
H 5.2311 5.8829 1.0324 0.079
H 6.6069 6.3082 -0.0147 0.082
H 6.9969 5.4578 1.4408 0.092
H 4.7560 2.4370 0.6545 0.061
H 3.5011 2.0405 -0.0657 0.029
C 4.0976 -3.8449 2.6261 -0.046
C 4.5274 -3.4957 1.1494 -0.376
C 4.1375 -4.6870 0.1915 -0.141
O 4.8185 -5.9293 0.5080 -0.199
C 4.6777 -6.9178 -0.4213 -0.157
N 3.8946 -2.2169 0.8182 0.035
H 4.2338 -3.0158 3.3204 0.067
H 4.6599 -4.6824 3.0390 0.068
H 3.1033 -4.2580 2.4564 0.057
H 5.6021 -3.3379 1.0583 0.127
H 4.4101 -4.3914 -0.8216 0.101
H 3.1026 -5.0107 0.3022 0.115
H 5.0847 -6.6860 -1.4055 0.084
H 3.6231 -7.1825 -0.4987 0.084
H 5.1580 -7.7983 0.0055 0.093
H 4.3537 -1.4484 1.2859 0.077
H 4.0861 -1.9921 -0.1477 0.009
C 6.7048 -0.9339 -2.3187 -0.032
C 5.2817 -1.1883 -2.8661 -0.389
C 5.1722 -2.5766 -3.4853 -0.186
O 6.1221 -2.7076 -4.5685 -0.176
C 6.0962 -3.9886 -5.1710 -0.118
N 4.3017 -1.1137 -1.7758 0.053
H 6.8280 0.1118 -2.0366 0.059
H 7.5535 -1.1623 -2.9634 0.075
H 6.8825 -1.4008 -1.3500 0.076
H 4.9823 -0.4816 -3.6400 0.125
H 4.1735 -2.8217 -3.8466 0.115
H 5.3273 -3.3321 -2.7151 0.110
H 6.0160 -4.8021 -4.4500 0.082
H 6.9287 -4.1621 -5.8529 0.085
H 5.2650 -4.0942 -5.8683 0.078
H 4.1174 -0.1685 -1.4711 0.054
H 3.4148 -1.3965 -2.1676 0.046
C -0.5245 1.6813 -3.3514 -0.035
C -0.2603 0.2079 -2.9966 -0.384
C 1.2469 -0.1241 -2.9275 -0.186
O 1.5180 -1.4179 -2.4714 -0.251
C 1.0600 -2.4523 -3.3287 -0.068
N -0.8212 0.0522 -1.6496 0.053
H -0.1447 1.9515 -4.3367 0.083
H 0.0214 2.3188 -2.6559 0.062
H -1.5406 2.0754 -3.3359 0.059
H -0.7448 -0.4301 -3.7357 0.109
H 1.7083 0.5177 -2.1769 0.109
H 1.7710 0.0731 -3.8626 0.135
H 1.3993 -3.3789 -2.8657 0.104
H 1.3970 -2.3096 -4.3554 0.095
H -0.0280 -2.4388 -3.3927 0.072
H -1.8051 0.2406 -1.7785 0.036
H -0.8602 -0.9483 -1.5168 0.036
C -4.3328 3.6572 -2.3819 -0.060
C -4.6316 2.8883 -1.1253 -0.412
C -6.0481 2.3000 -1.0751 -0.199
O -6.9503 3.3128 -0.7608 -0.162
C -8.2764 2.9368 -0.8928 -0.130
N -3.6691 1.7904 -1.1380 0.059
H -5.1199 4.3887 -2.5653 0.084
H -4.0990 3.1141 -3.2976 0.069
H -3.3765 4.1507 -2.2084 0.065
H -4.4098 3.5211 -0.2660 0.136
H -6.0573 1.5651 -0.2701 0.118
H -6.2917 1.7492 -1.9835 0.116
H -8.5999 2.2502 -0.1105 0.087
H -8.4140 2.5086 -1.8857 0.084
H -9.0909 3.6611 -0.8818 0.084
H -3.5332 1.4835 -0.1854 0.014
H -2.7531 2.1838 -1.2999 0.049
C -4.3777 -2.1453 2.9593 -0.053
C -4.7185 -3.4981 3.6727 -0.431
C -5.7184 -3.1981 4.7339 -0.230
O -5.3890 -2.1100 5.5807 -0.177
C -6.4465 -1.8251 6.4549 -0.123
N -5.1643 -4.4105 2.6452 0.043
H -3.4186 -2.2298 2.4483 0.055
H -4.2834 -1.3348 3.6821 0.063
H -5.1808 -1.8010 2.3076 0.082
H -3.7999 -3.8150 4.1666 0.140
H -5.8715 -4.0769 5.3602 0.129
H -6.6687 -3.0014 4.2377 0.124
H -6.6187 -2.5622 7.2392 0.087
H -7.3730 -1.6226 5.9175 0.087
H -6.2099 -0.9010 6.9824 0.088
H -4.5308 -4.3826 1.8590 0.058
H -5.9727 -3.9241 2.2846 0.065
C 0.2117 -2.8723 2.4715 -0.032
C 0.1041 -2.8285 0.9017 -0.396
C -1.3780 -2.7389 0.3997 -0.188
O -1.3958 -2.8120 -1.0068 -0.235
C -2.7328 -3.0767 -1.5695 -0.037
N 0.8024 -1.6705 0.4497 0.039
H 1.2597 -3.0501 2.7127 0.054
H -0.4548 -3.6116 2.9156 0.074
H -0.1388 -1.9481 2.9310 0.059
H 0.5822 -3.7671 0.6215 0.129
H -1.7370 -1.7826 0.7803 0.117
H -1.9938 -3.5837 0.7080 0.115
H -3.3664 -2.2180 -1.3476 0.086
H -3.2231 -3.9117 -1.0690 0.081
H -2.6561 -3.2119 -2.6483 0.086
H 1.7768 -1.8889 0.6009 0.040
H 0.8601 -1.6856 -0.5586 0.039
C 1.1835 0.3552 4.4565 -0.035
C 2.4194 1.2154 4.3856 -0.410
C 3.5830 0.7686 5.3135 -0.201
O 3.0645 0.9548 6.6154 -0.194
C 4.0210 0.4617 7.5509 -0.102
N 2.8995 1.1024 3.0207 0.037
H 0.3280 0.9355 4.1109 0.075
H 1.0688 -0.0615 5.4571 0.079
H 1.2388 -0.5376 3.8338 0.058
H 2.2362 2.2810 4.5233 0.106
H 4.5378 1.2696 5.1539 0.121
H 3.8850 -0.2692 5.1720 0.114
H 3.5755 0.4989 8.5450 0.085
H 4.8551 1.1632 7.5706 0.087
H 4.2774 -0.5721 7.3197 0.087
H 3.1470 0.1527 2.7821 0.058
H 2.2745 1.3209 2.2580 0.024
C -7.4063 -0.9203 -6.6577 -0.079
C -6.7098 -1.0075 -5.3067 -0.429
C -5.1856 -0.8676 -5.3646 -0.193
O -4.8597 -0.6651 -4.0015 -0.210
C -3.5011 -0.2180 -3.8784 -0.107
N -7.2796 0.1147 -4.5735 0.031
H -7.3906 0.0397 -7.1737 0.077
H -8.4782 -1.1009 -6.5762 0.075
H -6.9990 -1.7237 -7.2714 0.074
H -7.0872 -1.8569 -4.7372 0.141
H -4.8636 -0.0686 -6.0324 0.129
H -4.6582 -1.7859 -5.6227 0.124
H -3.3855 -0.1369 -2.7976 0.049
H -3.3004 0.7675 -4.2985 0.089
H -2.7792 -0.9964 -4.1253 0.076
H -6.6675 0.2327 -3.7789 0.041
H -7.0203 0.9297 -5.1109 0.066
C 2.2329 5.4948 3.4397 -0.053
C 1.0152 5.0727 2.6644 -0.415
C 1.1167 5.1567 1.1473 -0.186
O -0.1363 4.7479 0.5468 -0.203
C 0.0987 4.7373 -0.8279 -0.126
N 0.6581 3.7198 3.1402 0.021
H 2.4846 6.4988 3.0980 0.084
H 3.0690 4.8013 3.3498 0.089
H 2.0587 5.5190 4.5154 0.089
H 0.1961 5.7209 2.9757 0.147
H 1.8945 4.4602 0.8340 0.115
H 1.4761 6.1664 0.9487 0.135
H -0.8351 4.5533 -1.3592 0.082
H 0.6897 3.8942 -1.1858 0.072
H 0.3697 5.6818 -1.2997 0.102
H 0.2267 3.8777 4.0396 0.097
H 1.5356 3.3292 3.4526 0.027
```

Computed properties:
- net charge = 0
- LUMO level (eV) = 0.26
- F_max (eV Å⁻¹) = 3.47
- DFT total energy (eV) = -85967.2342